No. 1
C24H31F4IrN8O6 | the ωB97M-V functional and the def2-TZVPD basis

ORCA input file:
```
! RIJCOSX wB97M-V def2-TZVPD def2/J DEFGRID3
* xyz 1 2
Ir -0.500 0.041 -0.219
O 0.026 -3.465 -2.229
C -0.536 -2.644 -1.551
O 0.123 -1.915 -0.657
C -2.055 -2.498 -1.567
C -2.579 -2.241 -0.163
C -4.085 -2.432 -0.063
C -4.625 -1.184 -0.797
C -3.344 -0.495 -1.227
O -2.459 -0.768 -0.068
C -2.616 -1.262 -2.343
C -1.602 -0.324 -2.982
O -1.922 0.384 -3.911
O -0.418 -0.273 -2.417
H -2.449 -3.423 -1.981
H -2.007 -2.699 0.631
H -4.385 -3.370 -0.525
H -4.402 -2.449 0.978
H -5.248 -1.421 -1.657
H -5.190 -0.539 -0.127
H -3.429 0.572 -1.383
H -3.320 -1.552 -3.119
C -1.019 4.852 -2.902
N -1.274 3.824 -1.906
C -2.330 3.877 -0.920
C -2.325 2.466 -0.362
O -3.100 2.020 0.428
N -1.267 1.772 -0.992
C -0.726 2.611 -1.924
N 0.249 2.275 -2.759
H -1.727 5.661 -2.748
H -1.163 4.460 -3.910
H -0.011 5.255 -2.798
H -3.299 4.095 -1.371
H -2.133 4.598 -0.126
H 0.268 1.265 -2.958
H 0.437 2.902 -3.525
F 6.230 1.260 -0.764
C 5.337 2.209 -1.053
F 5.495 2.546 -2.340
F 5.608 3.282 -0.307
C 3.930 1.705 -0.817
C 3.063 2.366 0.035
C 1.787 1.865 0.200
N 1.385 0.760 -0.438
C 2.220 0.110 -1.265
C 3.506 0.562 -1.477
H 3.367 3.256 0.566
H 1.059 2.326 0.852
H 1.826 -0.780 -1.737
H 4.159 0.018 -2.144
F -0.734 1.138 1.345
C 0.721 -0.252 2.992
N 0.628 -1.145 1.789
C -0.134 -2.356 2.218
N 0.473 -3.027 3.349
C 0.559 -2.092 4.472
N 1.352 -0.916 4.117
C 2.692 -1.356 3.735
N 2.643 -2.277 2.600
C 2.024 -1.598 1.480
C 1.828 -3.436 2.970
H -0.282 0.058 3.269
H 1.302 0.628 2.717
H -0.155 -3.041 1.372
H -1.144 -2.033 2.484
H 1.022 -2.595 5.322
H -0.446 -1.777 4.756
H 3.160 -1.855 4.583
H 3.294 -0.486 3.466
H 1.978 -2.256 0.615
H 2.620 -0.714 1.251
H 2.295 -3.949 3.810
H 1.773 -4.122 2.124
*
```

Results
Frontier orbital gap (alpha / beta) (Eh): 0.282 / 0.248
Maximum force (eV Å⁻¹): 2.22
⟨S²⟩: 0.756
LUMO (alpha / beta) (eV): -3.675 / -4.577
Total energy (eV): -63301.181

Atom charges from the Löwdin analysis, given in e for atoms 1 to 4: Ir 1.7322; O 0.1379; C -0.5526; O -0.2285

No. 2
C24H31IN5O3Ti | the ωB97M-V functional and the def2-TZVPD basis

ORCA input file:
```
! RIJCOSX wB97M-V def2-TZVPD def2/J DEFGRID3
* xyz 1 3
Ti -0.798 0.742 0.054
C -0.082 1.746 -4.261
C 0.287 0.389 -3.729
N 1.090 -0.370 -4.462
C 1.422 -1.582 -4.006
C 0.945 -2.130 -2.838
C 1.386 -3.503 -2.404
O 0.329 -4.451 -2.295
C 0.071 -1.349 -2.031
C -0.592 -1.904 -0.909
N -1.325 -1.151 -0.043
C -2.234 -1.753 0.816
C -2.040 -3.016 1.396
C -2.972 -3.565 2.258
C -4.133 -2.878 2.583
C -4.360 -1.626 2.029
C -3.424 -1.098 1.162
I -3.810 0.806 0.265
C -0.197 -0.022 -2.482
O -0.896 0.834 -1.718
H 0.337 1.859 -5.256
H 0.307 2.542 -3.617
H -1.167 1.857 -4.305
H 2.109 -2.140 -4.636
H 1.827 -3.448 -1.405
H 2.156 -3.864 -3.091
H -0.025 -4.626 -3.173
H -0.626 -2.984 -0.838
H -1.133 -3.562 1.167
H -2.790 -4.543 2.684
H -4.869 -3.311 3.246
H -5.269 -1.085 2.255
O -1.113 0.594 2.248
C -0.601 -0.227 3.319
C 0.898 -0.407 3.184
C 1.322 -1.119 1.879
C 1.951 -0.206 0.860
C 3.327 -0.210 0.706
C 3.940 0.603 -0.233
C 3.127 1.420 -1.003
C 1.768 1.398 -0.794
N 1.156 0.608 0.122
H -1.974 0.923 2.527
H -0.824 0.258 4.271
H -1.103 -1.198 3.299
H 1.221 -0.998 4.041
H 1.385 0.566 3.257
H 0.459 -1.609 1.432
H 2.046 -1.896 2.114
H 3.919 -0.872 1.323
H 5.012 0.596 -0.365
H 3.539 2.065 -1.767
H 1.126 2.036 -1.384
N -1.141 3.020 -0.119
C -0.289 4.246 -0.068
C 0.882 4.221 0.936
N 0.561 3.424 2.117
H -1.606 3.015 -1.024
H -1.876 3.130 0.570
H -0.913 5.112 0.159
H 0.115 4.406 -1.067
H 1.132 5.255 1.191
H 1.762 3.784 0.471
H -0.120 3.916 2.688
H 1.390 3.333 2.691
*
```

Results
Frontier orbital gap (alpha / beta) (Eh): 0.209 / 0.285
Maximum force (eV Å⁻¹): 3.76
⟨S²⟩: 2.032
LUMO (alpha / beta) (eV): -2.738 / -2.928
Total energy (eV): -70196.275

Atom charges from the Löwdin analysis, given in e for atoms 1 to 4: Ti 0.7982; C -0.0144; C -0.2805; N 0.1091

No. 3
C24H31N2O4S | the ωB97M-V functional and the def2-TZVPD basis

ORCA input file:
```
! RIJCOSX wB97M-V def2-TZVPD def2/J DEFGRID3
* xyz 1 1
C 3.725 2.272 -4.043
C 3.172 3.100 -2.894
O 2.921 2.289 -1.736
C 1.768 1.637 -1.690
O 0.928 1.684 -2.560
C 1.621 0.868 -0.436
C 2.099 1.272 0.789
C 2.776 2.523 1.240
N 1.776 3.468 1.733
C 2.375 4.461 2.603
C 1.046 4.094 0.651
O 1.793 0.388 1.753
C 1.111 -0.618 1.178
C 0.636 -1.744 1.822
C -0.040 -2.677 1.061
C -0.538 -3.959 1.676
N -1.955 -4.214 1.305
C -2.373 -5.587 1.608
C -2.857 -3.227 1.914
C -0.235 -2.458 -0.317
O -0.956 -3.419 -0.987
C 0.249 -1.329 -0.977
C -0.008 -1.152 -2.439
S -1.813 -1.285 -2.836
C -2.485 -0.360 -1.466
C -1.954 0.870 -1.112
C -2.471 1.539 -0.017
C -3.526 0.999 0.701
C -4.073 -0.214 0.320
C -3.549 -0.903 -0.761
C 0.942 -0.383 -0.205
H 2.982 1.553 -4.382
H 3.976 2.929 -4.870
H 4.619 1.739 -3.729
H 3.899 3.843 -2.561
H 2.240 3.591 -3.190
H 3.427 2.257 2.077
H 3.388 2.940 0.427
H 2.842 3.963 3.451
H 1.590 5.115 2.978
H 3.129 5.075 2.091
H 0.280 4.741 1.073
H 1.693 4.697 -0.003
H 0.556 3.330 0.047
H 0.803 -1.883 2.877
H -0.447 -3.923 2.763
H 0.059 -4.795 1.299
H -1.940 -4.065 0.266
H -3.403 -5.742 1.292
H -2.302 -5.770 2.679
H -1.738 -6.298 1.084
H -3.870 -3.368 1.544
H -2.529 -2.219 1.666
H -2.856 -3.347 2.997
H -1.272 -3.036 -1.837
H 0.335 -0.185 -2.793
H 0.461 -1.939 -3.033
H -1.155 1.305 -1.690
H -2.057 2.495 0.266
H -3.931 1.531 1.548
H -4.912 -0.624 0.862
H -3.973 -1.846 -1.076
*
```

Results
SMILES: CCOC(=O)c1c(CN(C)C)oc2cc(C[NH+](C)C)c(O)c(CSc3ccccc3)c12
Frontier orbital gap (Eh): 0.322
Maximum force (eV Å⁻¹): 1.20
LUMO (eV): -2.214
Total energy (eV): -47391.149

Atom charges from the Löwdin analysis, given in e for atoms 1 to 4: C -0.0517; C -0.1959; O -0.0017; C -0.4438

No. 4
C24H31N3O4S | the ωB97M-V functional and the def2-TZVPD basis

ORCA input file:
```
! RIJCOSX wB97M-V def2-TZVPD def2/J DEFGRID3
* xyz 0 1
C 1.067 -4.428 -0.922
C 1.065 -3.719 0.429
O 1.424 -2.355 0.331
C 0.528 -1.454 -0.191
C -0.798 -1.707 -0.481
C -1.636 -0.719 -0.998
N -2.953 -1.093 -1.310
C -4.141 -0.491 -1.033
S -5.524 -1.295 -1.479
N -4.147 0.672 -0.375
C -5.329 1.392 0.010
C -5.468 1.412 1.542
C -5.743 0.017 2.128
C -4.831 -0.034 3.352
C -3.673 0.849 2.896
O -4.261 1.885 2.137
C -1.118 0.559 -1.256
O -1.975 1.475 -1.798
C -1.476 2.707 -2.287
C -0.689 2.555 -3.583
C 0.209 0.822 -0.943
C 1.034 -0.160 -0.418
N 2.375 0.058 -0.110
C 3.120 1.189 -0.271
O 2.684 2.242 -0.696
C 4.544 1.034 0.146
C 5.200 2.159 0.634
C 6.523 2.074 1.027
C 7.201 0.873 0.920
C 6.569 -0.258 0.411
C 7.327 -1.543 0.273
C 5.239 -0.167 0.030
H 2.050 -4.353 -1.379
H 0.822 -5.477 -0.784
H 0.341 -3.981 -1.596
H 0.095 -3.828 0.927
H 1.832 -4.151 1.078
H -1.227 -2.683 -0.314
H -3.070 -2.035 -1.659
H -3.271 1.111 -0.140
H -5.260 2.420 -0.359
H -6.197 0.900 -0.435
H -6.262 2.122 1.809
H -5.458 -0.749 1.407
H -6.793 -0.116 2.375
H -5.324 0.415 4.215
H -4.513 -1.042 3.607
H -2.969 0.271 2.277
H -3.121 1.312 3.717
H -0.875 3.213 -1.522
H -2.378 3.298 -2.466
H -0.420 3.537 -3.961
H 0.221 1.982 -3.422
H -1.297 2.043 -4.325
H 0.641 1.792 -1.113
H 2.823 -0.753 0.294
H 4.656 3.089 0.699
H 7.029 2.946 1.414
H 8.236 0.808 1.224
H 8.113 -1.437 -0.474
H 6.671 -2.355 -0.032
H 7.799 -1.811 1.216
H 4.759 -1.039 -0.393
*
```

Results
SMILES: CCOc1cc(NC(=S)NC[C@H]2CCCO2)c(OCC)cc1NC(=O)c1cccc(C)c1
Frontier orbital gap (Eh): 0.295
Maximum force (eV Å⁻¹): 0.86
LUMO (eV): 0.446
Total energy (eV): -48887.515

Atom charges from the Löwdin analysis, given in e for atoms 1 to 4: C -0.0588; C -0.2396; O -0.0647; C -0.1977

total energy of number 2 (C24H31IN5O3Ti)? -70196.275 eV

maximum force of number 4 (C24H31N3O4S)? 0.86 eV Å⁻¹